Record 1
ORCA calculation (ωB97M-V with the def2-TZVPD basis set) on a structure of composition C40H36GeN5O2SZr.

```
86
Properties=species:S:1:pos:R:3:forces:R:3
C 13.57716 16.88677 13.36229 -0.26 0.49 -0.13
C 15.18360 15.16737 12.76934 -1.51 0.91 0.15
N 10.76940 15.04710 10.74453 0.91 -0.03 0.17
C 12.98165 15.24247 11.72276 -1.02 0.00 -0.45
C 11.53089 12.20919 10.67506 -0.89 -0.72 -0.67
C 15.93065 9.70835 11.22995 -1.13 1.61 1.33
H 5.03714 10.80558 7.04373 -0.24 0.22 0.01
C 9.93282 9.36220 8.25268 0.38 0.04 -0.41
H 9.52760 8.88186 9.13229 -0.54 -0.21 -0.25
H 16.51497 10.02160 12.12308 -0.42 -0.47 -0.80
C 12.65945 16.39091 12.45986 0.83 -1.06 -0.04
O 12.07099 13.40925 8.70957 -0.89 -0.23 -1.25
H 13.27794 17.74861 13.96332 0.37 -0.24 -0.13
S 6.40262 11.00173 11.37377 -0.79 0.02 0.01
C 6.02273 15.92817 9.48825 -0.16 0.96 0.82
C 7.86247 14.65642 8.73612 0.43 0.13 0.83
H 11.57674 11.05537 5.24995 0.50 0.70 -0.68
C 13.83364 12.98748 10.16010 -0.01 1.25 1.61
C 14.61022 13.51687 11.08389 0.62 -0.96 -0.15
H 6.34734 17.11420 11.26300 0.07 -0.22 -0.03
C 8.37191 13.93951 6.44926 1.09 0.43 -1.21
N 7.49727 11.10348 9.08793 -0.09 0.46 0.74
H 11.14896 7.25926 10.50041 0.26 1.19 0.41
H 14.12286 10.51764 12.00916 -0.31 0.49 0.84
H 15.54890 16.75074 14.20416 -0.50 -0.41 -0.70
C 9.17226 9.13727 13.31868 0.34 -2.79 -1.55
H 8.01742 12.49876 13.10562 0.71 0.53 -0.48
C 11.98068 14.60149 10.78104 0.47 0.08 1.09
H 4.42895 10.16302 9.28803 -0.10 0.04 -0.19
C 11.10076 10.64543 6.10098 0.90 -0.03 0.47
C 14.37093 9.17596 8.98985 -0.61 -1.51 -1.33
H 8.26454 15.00143 6.19427 0.26 -0.25 0.01
C 8.63849 15.01773 9.86179 -0.98 0.16 -0.57
C 9.01802 7.75974 13.02051 0.30 1.82 0.85
H 16.04767 8.16569 8.20821 0.45 0.61 0.27
C 10.05817 9.85961 12.56402 0.23 1.31 -0.02
H 10.14549 10.92490 12.84866 0.35 -0.75 -0.54
H 14.22963 12.23569 9.58438 0.44 -1.74 -1.47
C 13.73840 9.70480 10.08828 0.02 1.47 1.36
C 10.75860 9.29719 11.48193 -0.08 -1.43 0.46
H 4.82285 9.05308 6.97617 -0.24 0.13 0.18
C 10.67831 7.89232 11.28242 -0.30 0.56 -0.24
C 5.39332 9.78422 8.93348 -0.61 0.21 0.37
C 14.56316 10.05036 11.16739 0.78 -1.13 -0.12
H 5.32552 8.71716 9.23973 0.84 0.68 0.20
N 8.47703 12.55393 12.19575 -1.15 -0.41 0.33
H 5.99264 14.78271 7.72887 -0.44 -0.38 -0.94
C 6.77505 16.36893 10.59720 -0.18 0.22 -0.87
H 8.59993 8.51661 6.75147 -0.10 0.65 0.38
H 8.60652 9.45822 14.13529 -0.61 1.13 1.05
C 7.85518 11.91523 11.19640 -0.15 -0.84 -0.31
H 11.69916 16.82291 12.35805 -0.78 0.40 -0.14
C 15.72247 8.81597 9.02630 -1.17 -0.32 -0.25
Zr 10.28533 12.65316 8.81292 -0.38 0.11 0.90
H 13.76442 8.85197 8.10814 0.60 0.39 0.69
H 16.14311 14.73625 12.95666 0.38 -0.42 -0.30
H 12.68266 11.15797 7.42416 1.21 0.79 0.18
C 12.40587 13.29584 10.09352 -0.12 1.08 0.29
C 9.97216 9.88789 5.87427 -0.87 0.36 1.51
C 6.42579 10.65398 9.64644 0.70 -1.00 -0.09
Ge 11.85260 10.32096 10.32309 1.30 0.14 -1.13
C 11.13125 10.03709 8.47555 0.27 1.51 -1.07
H 7.54884 13.40427 6.03358 -0.88 -0.47 0.04
N 9.86251 14.37271 9.96600 0.34 0.26 -0.39
H 9.86926 6.06349 12.02059 -0.39 0.72 -0.19
H 8.71388 16.29044 11.53546 0.59 0.50 1.07
C 9.82195 7.16755 12.08006 -0.10 -1.80 0.35
H 8.32191 7.26072 13.65810 -0.21 -0.82 0.04
H 15.57787 13.04673 11.26220 0.04 0.45 -0.16
C 6.57218 15.07234 8.56071 0.17 0.39 0.47
H 9.49085 9.91712 4.91876 -0.01 -0.40 -0.46
C 16.48409 9.10377 10.15058 1.63 -1.14 -1.64
C 14.22038 14.62606 11.89549 0.85 0.71 0.61
C 5.41771 9.85938 7.40645 -0.16 -0.04 -0.12
O 8.49313 13.78914 7.84565 0.88 -1.05 0.65
H 11.09765 12.42239 11.64087 0.25 -0.12 0.22
N 8.30991 11.79905 9.98234 0.88 0.31 -1.47
H 5.03485 16.35459 9.29547 0.26 -0.32 0.26
C 8.09085 15.96537 10.75870 -0.47 -1.38 -1.29
C 11.73849 10.71684 7.34328 -2.32 -1.87 0.45
H 17.54126 8.80477 10.08543 -0.49 0.22 0.45
H 6.38122 9.75159 6.94199 0.73 -0.09 0.24
H 9.28674 13.48549 5.95537 -0.79 0.72 0.66
C 14.83881 16.30961 13.46967 0.65 0.43 1.28
C 9.37756 9.26058 6.96538 0.15 -1.18 -0.23
H 9.25746 13.14816 11.96630 -0.01 0.22 0.20
```
Forces are in eV/Å.

The calculated total energy is -4492.05229 a.u. Its HOMO-LUMO gap is 6.6946 eV. As for the net charge: +1. The calculation puts the relative energy (zero: lowest compared OMol25 entry of this formula, charge and spin) at 0.00 kJ/mol.

=====

Record 2
ORCA calculation (ωB97M-V with the def2-TZVPD basis set) on a structure of composition C40H36N3OPbS4Si.

```
86
Properties=species:S:1:pos:R:3:forces:R:3
C -1.61559 4.02594 -1.38546 -0.07 -0.14 0.03
C -1.94198 -0.43298 2.36895 0.03 -0.03 0.00
C -1.00912 5.09233 -3.86381 -0.01 -0.01 0.03
C -3.74196 1.08496 -2.13532 0.02 0.08 0.06
H 1.75321 -1.18799 -6.42036 0.01 0.01 0.00
S 1.85914 1.20560 3.69042 -0.26 0.11 -0.31
H -2.20282 -0.40085 1.31006 -0.05 -0.04 -0.08
H -0.47030 3.10267 -4.42742 0.01 0.00 -0.01
H 7.44868 -0.12208 1.86739 -0.01 0.00 -0.02
C -0.84538 3.73256 -3.62865 0.02 -0.13 -0.05
H -1.64741 -1.21085 -0.81669 -0.02 0.00 0.07
C -1.47379 5.91878 -2.85344 0.00 0.01 0.02
H 0.08475 0.71940 8.12382 0.00 0.01 0.00
C -0.09436 -3.52009 3.49492 0.00 -0.01 -0.02
N 0.35116 -1.20089 2.07760 -0.13 0.05 -0.14
H 5.44144 -1.36559 1.19322 0.01 -0.02 0.01
H 1.89994 0.38378 -2.44487 -0.02 -0.01 -0.01
H -1.87185 3.61973 -0.41045 0.03 0.02 0.01
C -3.78641 -1.37443 -0.85480 0.00 0.04 0.00
Si -0.88862 1.36398 -2.00242 0.15 0.18 0.40
C -1.10518 -2.57877 3.35866 0.03 0.03 -0.05
H 3.22051 -2.69703 1.42899 -0.05 -0.01 -0.02
C -0.08308 -0.37138 -5.66665 0.00 -0.06 0.02
C 1.26020 -0.71585 -5.58001 -0.01 0.00 0.00
C 1.13210 -3.27967 2.90975 -0.03 -0.04 0.02
H -1.59553 6.97934 -3.03245 -0.01 0.00 0.00
C 1.32982 -2.09168 2.21812 0.14 0.24 -0.07
C -1.84089 -4.53651 -1.48963 0.04 0.00 -0.04
H -1.44089 -3.83010 -4.07670 0.01 0.00 -0.02
C 0.47031 1.04237 4.76227 0.01 -0.01 -0.12
C -2.53325 0.51797 -1.72939 -0.17 -0.04 0.13
C 5.41077 -0.28463 1.23844 0.21 0.06 0.05
H -0.63727 -0.57144 -6.57487 0.00 0.00 0.00
H -5.92187 -1.27991 -1.07328 0.00 0.00 0.00
H -0.26562 -4.43129 4.05268 0.00 0.01 0.01
C -1.54080 0.94045 6.73893 -0.01 0.02 -0.03
Pb 0.89477 1.15219 1.25152 1.09 0.22 -0.07
H 0.16902 -3.13540 -3.85147 0.04 0.07 -0.04
C -0.01544 0.51373 -3.40865 0.17 -0.18 0.02
S 2.82846 2.77682 0.49861 -0.95 -0.09 -0.28
C 6.52677 1.80943 1.62951 0.06 -0.29 0.01
H 3.01728 -0.71259 -4.34889 -0.01 0.00 0.00
H -2.91303 1.19104 5.11745 -0.02 0.01 0.00
H 1.94272 -3.99056 2.99689 -0.01 0.01 -0.01
H 5.34821 3.56672 1.33810 -0.03 0.02 0.03
C -1.87513 1.09168 5.40862 0.03 -0.07 -0.07
N -0.81551 -3.69663 -2.09764 -0.01 0.10 0.01
C -0.88853 1.12309 4.41753 0.06 -0.03 0.14
H -5.87819 0.90341 -2.22460 0.00 0.00 0.00
C -1.14678 3.16627 -2.38857 -0.04 0.33 0.00
C 1.33448 0.16474 -3.34463 0.02 0.04 0.05
N 0.94043 -2.72528 -0.64545 -0.02 0.11 0.14
C 0.12127 -3.18040 -1.32475 0.05 -0.19 -0.05
H -2.07745 -2.72848 3.80712 0.00 0.00 -0.01
H -1.95336 -4.26828 -0.44170 -0.01 0.01 0.01
H -1.76704 0.47815 -4.66252 0.00 -0.02 0.00
C 4.24091 0.38708 0.89683 0.00 0.53 0.10
H 1.82486 0.82826 6.40892 -0.02 0.00 -0.01
C 5.37330 2.48627 1.30819 -0.44 -0.14 -0.12
H -3.73994 2.05163 -2.62726 -0.01 0.00 0.00
H 3.27790 -1.34622 2.58411 0.04 0.00 -0.01
H -2.14713 6.02634 -0.81820 0.01 -0.02 0.01
C 6.54731 0.41582 1.60640 -0.07 0.01 -0.01
C 1.96897 -0.44962 -4.41683 -0.01 -0.01 0.01
H -2.31214 0.92197 7.49634 0.00 -0.01 -0.01
C -0.71426 0.22383 -4.58438 -0.04 0.06 0.00
C 4.20174 1.79997 0.92481 0.36 -0.46 0.36
C -4.95260 0.44326 -1.90321 -0.03 0.00 -0.03
O 0.00870 1.29604 -0.61805 -0.09 -0.40 0.64
C -1.77932 5.38331 -1.60787 0.00 0.00 -0.04
S -1.49225 1.27780 2.76183 0.22 0.19 -0.40
C -0.19994 0.83529 7.08639 0.01 0.00 0.04
H -1.57929 -5.59572 -1.56005 0.00 0.00 0.01
H -2.84012 -0.68868 2.92795 0.02 0.01 0.04
H 7.41311 2.36227 1.90985 0.00 -0.01 0.00
S 2.83652 -0.57424 0.38306 -0.13 -0.01 -0.07
H -0.06892 -4.89259 -3.67748 0.00 0.00 -0.01
C 0.78358 0.89094 6.11942 0.00 -0.03 -0.02
C 2.73357 -1.77592 1.74149 -0.19 0.03 0.02
H -3.80551 -2.33801 -0.35836 0.02 -0.01 -0.01
H -0.76989 5.50714 -4.83467 0.01 -0.02 0.00
C -4.97794 -0.78278 -1.25697 0.00 -0.01 0.00
H -2.78624 -4.36663 -2.00323 -0.02 0.00 0.00
C -0.51362 -3.90817 -3.51114 -0.06 0.02 0.01
C -2.58227 -0.72771 -1.09419 0.13 -0.10 -0.13
C -0.85012 -1.43642 2.62227 -0.02 0.02 -0.10
```
Forces are in eV/Å.

The calculated total energy is -3860.32274 a.u. Its HOMO-LUMO gap is 5.7715 eV. As for the net charge: +1. The calculation puts the relative energy (zero: lowest compared OMol25 entry of this formula, charge and spin) at 27.27 kJ/mol.